Entry 1:
Density functional theory data (ωB97M-V/def2-TZVPD) for a cluster of 2 separate species, C19H39B2Cl3NO7 in total.

Properties
HOMO level: -0.178 hartree
energy relative to the best compared isomer or geometry (same formula, charge and spin): 409.4 kJ/mol
orbital gap: 0.271 Ha
total charge: -1

Positions of all 71 atoms, in Å:
C: 3.565 -0.305 1.887
O: 3.406 -1.735 1.773
C: 2.603 -2.072 0.631
C: 1.376 -3.019 0.960
C: -0.003 -2.251 1.166
B: -0.651 -1.630 -0.220
C: -0.019 -2.098 -1.658
C: -0.550 -3.668 -1.994
C: -2.094 -3.750 -2.527
O: -1.625 -4.188 -1.107
O: -2.124 -1.405 -0.193
C: -2.461 -0.041 0.153
Cl: -2.567 -0.161 1.999
C: -3.871 0.096 -0.599
B: -5.016 -0.275 0.473
O: -5.329 -1.663 0.742
O: -5.742 0.726 1.219
C: -1.180 0.765 -0.475
C: -1.423 1.056 -2.024
C: -0.226 1.815 -2.731
C: 1.089 0.947 -2.917
C: 2.379 1.902 -3.024
C: 3.736 1.042 -2.897
N: 4.673 1.626 -1.906
C: -1.127 2.161 0.302
O: -2.427 2.687 0.621
C: -2.721 3.893 -0.096
O: -0.177 -0.193 -0.132
H: 2.637 0.272 1.617
H: 4.416 0.088 1.247
H: 3.859 -0.119 2.965
H: 3.230 -2.612 -0.160
H: 2.205 -1.144 0.110
H: 1.229 -3.865 0.228
H: 1.619 -3.517 1.961
H: 0.219 -1.366 1.850
H: -0.771 -2.877 1.733
H: -0.331 -1.475 -2.543
H: 1.105 -2.202 -1.676
H: 0.223 -4.416 -2.461
H: -2.644 -2.770 -2.532
H: -2.352 -4.618 -3.193
H: -3.813 -0.612 -1.480
H: -4.051 1.156 -0.977
H: -6.294 -1.773 0.658
H: -5.412 0.666 2.135
H: -2.322 1.757 -2.078
H: -1.748 0.129 -2.598
H: -0.591 2.076 -3.781
H: 0.074 2.785 -2.244
H: 1.308 0.240 -2.069
H: 1.082 0.366 -3.898
H: 2.411 2.443 -4.013
H: 2.413 2.651 -2.175
H: 4.272 1.063 -3.900
H: 3.478 -0.016 -2.588
H: 5.524 1.061 -1.823
H: 4.264 1.686 -0.970
H: -0.460 2.925 -0.202
H: -0.621 1.929 1.299
H: -3.435 4.491 0.562
H: -1.830 4.559 -0.277
H: -3.312 3.660 -1.040
Cl: 3.360 0.771 6.790
C: 1.637 0.964 6.373
C: 1.373 0.717 4.904
Cl: 2.073 1.987 3.871
H: 1.328 1.965 6.674
H: 1.084 0.241 6.975
H: 0.298 0.716 4.717
H: 1.775 -0.243 4.579

Löwdin atomic charge list, values in e, 5 entries: number 1, C, carries -0.146; number 2, O, carries -0.209; number 3, C, carries -0.242; number 4, C, carries -0.178; number 5, C, carries -0.098

***

Entry 2:
Density functional theory data (ωB97M-V/def2-TZVPD) for an isolated molecule of C6H12O.

Properties
structure (SMILES): C[C@@H]1OCC[C@@H]1C
HOMO level: -0.350 hartree
energy relative to the best compared isomer or geometry (same formula, charge and spin): 58.7 kJ/mol
orbital gap: 0.389 Ha
total charge: 0

Positions of all 19 atoms, in Å:
C: -1.037 1.579 -0.913
C: 0.107 0.601 -0.666
C: 0.873 0.795 0.639
C: 1.697 -0.505 0.719
O: 1.162 -1.405 -0.250
C: -0.134 -0.928 -0.591
C: -1.110 -1.470 0.482
H: -0.659 2.608 -0.843
H: -1.455 1.469 -1.921
H: -1.852 1.477 -0.187
H: 0.830 0.736 -1.484
H: 0.156 0.882 1.467
H: 1.502 1.690 0.643
H: 1.661 -0.946 1.726
H: 2.744 -0.360 0.442
H: -0.351 -1.327 -1.588
H: -0.547 -1.724 1.391
H: -1.905 -0.779 0.776
H: -1.567 -2.410 0.154

natural (NBO) atomic charge list, values in e, 5 entries: number 1, C, carries -0.608; number 2, C, carries -0.230; number 3, C, carries -0.438; number 4, C, carries -0.079; number 5, O, carries -0.531

***

Entry 3:
Density functional theory data (ωB97M-V/def2-TZVPD) for an isolated molecule of C5H8N2.

Properties
HOMO level (spin up / spin down): -0.291 / -0.321 hartree
energy relative to the best compared isomer or geometry (same formula, charge and spin): 520.8 kJ/mol
orbital gap (spin up / spin down): 0.266 / 0.334 Ha
total charge: 0

Positions of all 15 atoms, in Å:
C: 1.184 0.119 -1.964
C: 0.125 0.782 -1.170
C: -0.825 0.097 -0.327
N: 0.027 -0.216 0.887
C: -0.495 -1.075 1.927
C: -0.207 0.449 2.118
N: -0.209 1.479 2.734
H: 1.096 -0.972 -1.978
H: 2.180 0.370 -1.573
H: 1.164 0.495 -2.997
H: 0.146 1.869 -1.132
H: -1.715 0.672 -0.039
H: -1.106 -0.885 -0.722
H: -1.549 -1.363 1.890
H: 0.182 -1.819 2.346

natural (NBO) atomic charge list, values in e, 5 entries: number 1, C, carries -0.677; number 2, C, carries -0.068; number 3, C, carries -0.297; number 4, N, carries -0.398; number 5, C, carries -0.235

***

Entry 4:
Density functional theory data (ωB97M-V/def2-TZVPD) for a structure of composition C6H9LiO5.

Properties
HOMO level (spin up / spin down): -0.604 / -0.640 hartree
orbital gap (spin up / spin down): 0.264 / 0.312 Ha
total charge: +2

Positions of all 21 atoms, in Å:
O: 1.402 0.615 -0.030
Li: 1.153 2.396 -0.881
O: -0.556 0.907 -0.907
C: 0.226 0.104 -0.182
O: -0.166 -1.018 0.125
C: 2.420 -0.131 0.746
C: 3.665 0.711 0.747
H: 2.004 -0.286 1.747
H: 2.552 -1.093 0.237
H: 3.541 1.604 1.375
H: 4.485 0.113 1.164
H: 3.946 1.010 -0.272
C: -1.959 -1.073 -0.672
C: -1.861 0.401 -1.107
O: -2.792 0.953 -0.154
C: -3.057 -0.129 0.531
O: -4.130 -0.751 0.273
H: -2.169 -1.905 0.002
H: -2.174 0.663 -2.118
H: -2.193 -1.666 -1.565
H: -4.335 -1.425 0.941

natural (NBO) atomic charge list, values in e, 5 entries: number 1, O, carries -0.561; number 2, Li, carries 0.980; number 3, O, carries -0.529; number 4, C, carries 1.019; number 5, O, carries -0.490

***

Entry 5:
Density functional theory data (ωB97M-V/def2-TZVPD) for an isolated molecule of C6H9BrO3.

Properties
structure (SMILES): C[C@@H](Br)C[C@H]1COC(=O)O1
HOMO level: -0.380 hartree
energy relative to the best compared isomer or geometry (same formula, charge and spin): 148.7 kJ/mol
orbital gap: 0.395 Ha
total charge: 0

Positions of all 19 atoms, in Å:
C: 2.511 0.195 0.674
C: 1.525 0.022 -0.648
Br: 2.732 -0.760 -2.096
C: 0.302 -1.049 -0.437
C: -1.203 -0.400 -0.454
C: -2.103 -0.355 0.917
O: -2.048 1.090 1.269
C: -1.800 1.779 -0.028
O: -1.878 3.076 -0.352
O: -1.451 0.880 -1.146
H: 1.980 0.667 1.604
H: 3.345 0.979 0.336
H: 3.101 -0.801 0.904
H: 1.162 1.123 -0.929
H: 0.436 -1.744 0.518
H: 0.350 -1.800 -1.364
H: -1.795 -1.177 -1.140
H: -1.937 -1.147 1.763
H: -3.230 -0.578 0.608

natural (NBO) atomic charge list, values in e, 5 entries: number 1, C, carries -0.657; number 2, C, carries -0.230; number 3, Br, carries -0.038; number 4, C, carries -0.474; number 5, C, carries 0.057

***

Entry 6:
Density functional theory data (ωB97M-V/def2-TZVPD) for a structure of composition C13H21I4NO2PS3SeTeTi.

Properties
2S+1: 2
HOMO level (spin up / spin down): -0.247 / -0.246 hartree
energy relative to the best compared isomer or geometry (same formula, charge and spin): 162.1 kJ/mol
<S²>: 0.76
orbital gap (spin up / spin down): 0.208 / 0.221 Ha
total charge: 0

Positions of all 48 atoms, in Å:
Ti: 0.502 0.509 1.917
I: -2.334 1.166 -1.950
C: -3.492 0.855 -0.226
I: -2.547 0.411 1.620
H: -4.147 0.016 -0.407
H: -4.020 1.777 -0.023
I: 3.356 0.899 2.095
C: 3.054 2.615 0.886
I: 0.813 3.109 0.877
H: 3.440 2.373 -0.100
H: 3.604 3.423 1.356
Se: -2.074 2.176 5.429
C: -0.835 1.599 4.375
N: 0.017 1.198 3.637
Te: -2.047 4.029 1.003
C: -1.564 5.589 -0.307
C: -1.558 6.934 -0.062
C: -1.144 7.715 -1.190
C: -0.831 6.948 -2.272
S: -1.057 5.289 -1.919
H: -1.843 7.354 0.896
H: -1.078 8.797 -1.186
H: -0.489 7.272 -3.244
C: -1.291 -5.074 0.131
C: -1.734 -3.642 -0.099
C: -1.633 -3.192 -1.542
O: -1.032 -2.714 0.789
P: 0.444 -2.198 0.761
S: 0.961 -1.867 2.650
S: 0.610 -0.506 -0.316
O: 1.186 -3.394 0.058
C: 2.533 -3.475 -0.527
C: 3.541 -2.612 0.199
C: 2.422 -3.190 -2.005
H: -2.056 -5.748 -0.261
H: -1.174 -5.274 1.198
H: -0.349 -5.285 -0.371
H: -2.760 -3.539 0.242
H: -0.600 -3.251 -1.895
H: -1.978 -2.163 -1.665
H: -2.244 -3.845 -2.172
H: 2.794 -4.519 -0.375
H: 3.404 -1.555 -0.026
H: 4.540 -2.909 -0.124
H: 3.479 -2.746 1.278
H: 2.068 -2.172 -2.173
H: 1.737 -3.888 -2.489
H: 3.407 -3.294 -2.470

natural (NBO) atomic charge list, values in e, 5 entries: number 1, Ti, carries 0.786; number 2, I, carries 0.197; number 3, C, carries -0.731; number 4, I, carries 0.337; number 5, H, carries 0.225

***

F_max: 4.75; 0.37; 2.24; 3.27; 9.25; 1.18 (eV Å⁻¹)